Entry 1:
ORCA calculation (wB97M-V/def2-TZVPD) on 10 unconnected molecules or ions with the total composition C20H34ClO25 in a non-equilibrium geometry.

```
! RIJCOSX wB97M-V def2-TZVPD def2/J DEFGRID3
* xyz -1 1
Cl 0.07828 -0.58768 0.03947
O -0.04345 0.85095 0.04650
O -1.07556 -1.27560 0.58721
O 0.28764 -1.12263 -1.28782
O 1.18025 -0.91144 0.91591
C 2.82612 -3.31669 -1.70528
C 3.17606 -3.25362 -3.20162
O 4.45986 -3.87250 -3.25446
C 4.61746 -4.63093 -2.13664
O 5.50822 -5.39089 -1.96590
O 3.62912 -4.38650 -1.24918
H 1.74610 -3.42166 -1.64380
H 3.10554 -2.34404 -1.29738
H 3.26964 -2.22870 -3.56074
H 2.44196 -3.74338 -3.84514
C 1.82532 1.42842 -2.77417
C 0.68183 0.96500 -3.67669
O -0.25716 2.05403 -3.60692
C 0.20725 3.04081 -2.81854
O -0.32356 4.09003 -2.63407
O 1.39029 2.68767 -2.26441
H 2.81473 1.50390 -3.23146
H 1.99112 0.80885 -1.88909
H 0.15379 0.14152 -3.19862
H 0.97512 0.73890 -4.69599
C 3.14327 1.94611 0.54881
C 2.82670 3.45058 0.72216
O 3.56567 3.80691 1.88834
C 4.11419 2.71545 2.46544
O 4.73217 2.71724 3.47572
O 3.86966 1.61633 1.72280
H 3.78646 1.72198 -0.30426
H 2.22149 1.37242 0.46746
H 1.76154 3.60486 0.87378
H 3.19466 4.02884 -0.12164
C -0.60741 -5.05007 0.53099
C -1.33443 -4.69833 1.83617
O -2.20234 -5.79439 2.03893
C -1.70689 -6.85810 1.37266
O -2.05472 -7.98410 1.51063
O -0.76402 -6.46619 0.47566
H 0.45662 -4.85086 0.62990
H -1.03547 -4.47303 -0.28673
H -1.81856 -3.72425 1.84615
H -0.57421 -4.57651 2.61818
C -3.11132 0.77065 -1.48763
C -4.08432 1.91651 -1.78277
O -4.77187 1.47038 -2.95224
C -4.32022 0.25245 -3.33188
O -4.85165 -0.42934 -4.14909
O -3.23367 -0.09690 -2.60862
H -3.38380 0.21593 -0.58814
H -2.07592 1.07313 -1.34796
H -3.54111 2.83301 -2.02707
H -4.73349 2.17185 -0.94811
C -0.31079 1.10465 5.07267
C 0.03636 1.43095 3.61935
O 1.44577 1.22560 3.56972
C 1.83866 0.50437 4.65270
O 2.94052 0.11942 4.83060
O 0.80325 0.32491 5.49871
H -1.21257 0.49886 5.14011
H -0.41760 1.99413 5.69305
H -0.15828 2.47745 3.38465
H -0.48827 0.83965 2.87242
O -2.07665 -3.11094 -2.33052
H -1.80378 -2.80747 -1.45692
H -1.72164 -2.44180 -2.92340
O -2.95138 0.48834 1.95250
H -3.77642 0.01713 1.80168
H -2.26206 -0.08151 1.57556
C -1.80876 5.05350 0.66315
C -1.87913 3.56913 0.92285
O -3.11829 3.26251 1.55414
H -2.58023 5.36542 -0.04880
H -0.85123 5.34043 0.22401
H -1.95910 5.66104 1.55654
H -1.06418 3.31192 1.61464
H -1.69251 3.01766 -0.00134
H -3.06466 2.32828 1.82312
*
```

Summary:
Gap between HOMO and LUMO   10.17 eV

=====

Entry 2:
ORCA calculation (wB97M-V/def2-TZVPD) on 2 unconnected molecules or ions with the total composition C20H34IN3O8P in a non-equilibrium geometry.

```
! RIJCOSX wB97M-V def2-TZVPD def2/J DEFGRID3
* xyz 1 1
C -0.03210 4.41212 4.82163
C -0.59588 3.99782 3.83625
C -1.15490 3.41419 2.52491
C -1.09216 4.31265 1.34773
I -0.29290 6.29305 1.30944
C -1.70952 3.66334 0.11772
O -1.77894 4.29278 -1.09384
C -0.80239 3.77624 -2.04203
C 0.67118 3.62295 -1.47677
N 1.59641 4.09145 -2.56067
C 2.92768 3.45506 -2.34404
C 3.58135 3.86192 -0.95673
C 3.71543 2.58007 -0.01007
O 4.92714 4.39252 -1.09500
C -2.21973 2.27924 0.42423
C -2.93243 1.54145 -0.79788
C -2.47891 0.03027 -0.92042
C -1.02366 -0.12228 -1.55731
C -0.80679 -1.68766 -1.80888
N -2.17933 1.55226 1.55556
N -1.63877 2.13532 2.61163
C -1.62324 1.35399 3.87781
C -2.93238 1.61881 4.71444
O -3.59167 2.59622 4.46256
O -3.39439 0.75478 5.69822
H 0.72938 4.85557 5.51026
H -1.08642 2.78509 -2.50248
H -0.74431 4.50525 -2.90983
H 0.88866 4.25458 -0.57404
H 0.85339 2.51082 -1.29697
H 1.24076 3.78331 -3.47788
H 2.89744 2.32144 -2.44521
H 3.62506 3.81226 -3.16323
H 2.99156 4.62813 -0.37827
H 2.83378 2.49482 0.69187
H 4.66360 2.62068 0.60989
H 3.79112 1.63208 -0.62236
H 4.84911 5.36570 -1.14842
H -4.03250 1.52327 -0.50240
H -2.87963 2.13346 -1.74712
H -2.52550 -0.48937 0.08619
H -3.25091 -0.48961 -1.57145
H -0.24169 0.29642 -0.85957
H -1.07063 0.41474 -2.55113
H -1.47100 -2.27266 -1.11555
H -1.11678 -1.93116 -2.86404
H 0.26162 -1.97565 -1.62936
H -0.66097 1.45450 4.44488
H -1.67204 0.26901 3.53903
H -2.71523 0.06792 5.88906
C -1.63556 -6.96742 -0.82822
O -0.52041 -6.77565 0.03863
P 0.62750 -5.75258 -0.40020
O 0.14978 -4.53262 -1.06684
O 1.63392 -6.64215 -1.26571
C 1.26431 -6.97976 -2.59769
O 1.43291 -5.50498 0.94218
C 1.90450 -6.63043 1.68120
H -2.54382 -6.65245 -0.31376
H -1.54068 -6.40265 -1.75671
H -1.71423 -8.02879 -1.06767
H 0.77738 -6.14031 -3.09740
H 0.59606 -7.84349 -2.58653
H 2.16533 -7.24132 -3.15002
H 2.44252 -7.32645 1.03627
H 1.06842 -7.14060 2.16161
H 2.58675 -6.27284 2.45134
*
```

Summary:
Gap between HOMO and LUMO   7.07 eV

=====

Calculated total energy (eV), listed in the same order as above: -84997.96853, -59520.97535
Calculated molecular weight (g mol⁻¹), listed in the same order as above: 709.92, 602.38